Molecular formula: C39H104N12O16
Method: DFT, wB97M-V/def2-TZVPD

The value obtained for the highest occupied orbital energy is -7.0 eV. For the energy above the lowest of the compared OMol25 structures with the same formula, charge and spin, the calculation gives 1105.9 kcal per mole.

The geometry in XYZ format:
```
171
Properties=species:S:1:pos:R:3:lowdin_charge:R:1
C -11.469 8.604 15.286 -0.59
O -10.424 8.739 14.687 -0.18
N -12.313 7.580 15.385 0.08
N -11.907 9.392 16.264 0.20
H -12.193 6.698 14.908 0.09
H -13.034 7.728 16.076 0.08
H -12.847 9.268 16.612 0.03
H -11.528 10.320 16.386 -0.22
C -10.227 11.362 15.690 -0.64
O -11.252 11.303 16.330 0.02
N -9.288 12.215 15.927 0.24
N -9.821 10.472 14.831 0.15
H -9.452 12.915 16.636 0.13
H -8.359 12.224 15.532 0.13
H -8.842 10.378 14.602 0.05
H -10.480 9.720 14.689 -0.15
C -13.135 11.026 14.294 -0.79
O -13.713 10.553 13.402 0.11
N -13.444 10.946 15.549 0.19
N -12.072 11.697 14.104 0.19
H -14.254 10.357 15.680 0.10
H -12.900 11.289 16.328 0.08
H -11.262 11.873 14.681 0.08
H -11.821 11.794 13.130 0.13
C -2.407 9.923 9.407 -0.14
O -3.755 9.662 9.175 -0.20
C -4.707 10.236 10.156 -0.16
C -6.172 9.983 9.808 -0.20
N -6.606 8.603 10.259 -0.04
C -8.081 8.438 10.418 -0.15
C -8.584 9.109 11.851 -0.22
O -8.139 8.420 12.978 -0.09
C -8.607 8.985 14.222 -0.09
H -2.180 9.654 10.438 0.08
H -2.228 10.974 9.183 0.09
H -1.901 9.171 8.801 0.09
H -4.690 11.319 10.034 0.11
H -4.547 9.948 11.195 0.12
H -6.450 10.004 8.754 0.12
H -6.837 10.623 10.389 0.09
H -6.117 8.534 11.140 0.08
H -8.420 7.418 10.599 0.11
H -8.698 8.690 9.556 0.07
H -9.657 9.260 11.966 0.03
H -8.204 10.131 11.860 0.11
H -8.717 8.220 14.990 0.13
H -9.624 9.373 14.274 -0.11
H -7.905 9.719 14.617 0.13
C -2.884 5.917 14.701 -0.15
O -4.145 5.652 15.138 -0.19
C -4.679 4.423 14.761 -0.24
C -5.721 4.088 15.806 -0.19
N -7.037 4.605 15.354 0.00
C -8.114 4.200 16.335 -0.19
C -9.253 5.083 15.971 -0.28
O -9.007 6.411 16.334 -0.12
C -10.156 7.250 16.133 -0.09
H -2.669 6.816 15.279 0.09
H -2.783 6.112 13.634 0.09
H -2.205 5.117 14.995 0.09
H -3.934 3.635 14.869 0.11
H -5.067 4.400 13.743 0.13
H -5.515 4.517 16.786 0.12
H -5.772 3.001 15.883 0.11
H -7.103 5.607 15.466 0.10
H -7.850 4.441 17.365 0.12
H -8.421 3.155 16.302 0.07
H -10.208 4.746 16.373 0.13
H -9.364 5.009 14.889 0.07
H -11.080 6.964 16.637 0.12
H -10.351 7.312 15.063 0.10
H -9.926 8.293 16.350 0.13
C -5.100 9.821 20.700 -0.14
O -5.610 8.686 20.061 -0.21
C -6.836 8.077 20.671 -0.13
C -8.013 8.712 19.855 -0.21
N -9.287 8.625 20.530 -0.06
C -10.137 9.440 19.774 -0.25
C -11.339 9.923 20.585 -0.22
O -12.104 10.919 19.936 -0.18
C -12.557 10.605 18.550 -0.04
H -4.961 9.480 21.726 0.07
H -5.760 10.688 20.713 0.08
H -4.045 10.003 20.493 0.09
H -6.912 8.358 21.721 0.10
H -6.810 6.988 20.711 0.12
H -8.038 8.049 18.990 0.13
H -7.777 9.760 19.667 0.11
H -9.115 9.026 21.440 0.11
H -10.570 8.881 18.945 0.12
H -9.592 10.300 19.386 0.12
H -11.265 10.397 21.563 0.12
H -12.011 9.125 20.901 0.12
H -13.275 11.322 18.152 0.10
H -13.078 9.649 18.506 0.08
H -11.695 10.708 17.890 0.06
C -19.860 8.456 11.289 -0.10
O -18.806 8.096 12.209 -0.15
C -18.911 8.784 13.405 -0.25
C -18.512 7.880 14.605 -0.18
N -17.059 7.793 14.692 -0.07
C -16.466 6.769 15.515 -0.18
C -15.167 6.358 14.796 -0.20
O -14.476 5.264 15.429 -0.19
C -13.816 5.684 16.633 -0.05
H -20.892 8.172 11.497 0.08
H -19.829 7.740 10.469 0.08
H -19.898 9.470 10.891 0.09
H -19.916 9.111 13.674 0.11
H -18.323 9.689 13.555 0.12
H -18.917 6.869 14.545 0.11
H -18.925 8.210 15.559 0.11
H -16.569 7.897 13.814 0.11
H -17.022 5.833 15.563 0.12
H -16.490 7.098 16.554 0.10
H -14.385 7.056 14.494 0.12
H -15.372 5.869 13.844 0.06
H -13.680 4.792 17.244 0.11
H -14.614 6.195 17.173 0.07
H -12.973 6.351 16.450 0.06
C -15.261 5.781 10.437 -0.02
O -14.108 5.821 11.274 -0.23
C -14.320 5.645 12.633 -0.35
C -13.058 5.766 13.430 -0.22
N -12.024 4.777 13.019 0.05
C -10.981 4.609 14.091 -0.22
C -10.446 3.275 13.872 -0.14
O -9.620 2.978 15.062 -0.29
C -8.964 1.782 15.020 -0.14
H -14.780 6.156 9.534 0.12
H -16.020 6.438 10.861 0.10
H -15.695 4.786 10.332 0.10
H -14.740 4.645 12.739 0.17
H -15.155 6.270 12.951 0.08
H -13.351 5.490 14.443 0.07
H -12.753 6.806 13.317 0.08
H -11.561 5.141 12.198 0.11
H -11.370 4.462 15.099 0.13
H -10.256 5.420 14.027 0.12
H -9.935 3.243 12.910 0.14
H -11.254 2.546 13.949 0.13
H -9.697 0.991 15.177 0.10
H -8.316 1.743 15.896 0.08
H -8.259 1.582 14.213 0.11
C -8.660 12.608 8.180 -0.13
O -9.690 12.003 8.941 -0.16
C -9.481 10.583 9.132 -0.19
C -10.507 9.936 10.073 -0.17
N -10.504 10.452 11.431 -0.10
C -11.666 9.936 12.204 -0.14
C -11.518 8.487 12.596 -0.16
O -12.391 7.653 11.911 -0.10
C -13.734 7.624 12.130 -0.20
H -7.660 12.571 8.612 0.07
H -8.775 13.688 8.090 0.08
H -8.492 12.274 7.156 0.09
H -8.489 10.514 9.580 0.05
H -9.272 10.075 8.190 0.13
H -10.177 8.905 10.193 0.09
H -11.509 9.895 9.644 0.13
H -10.215 11.416 11.509 0.13
H -12.610 9.953 11.659 0.13
H -11.732 10.450 13.163 0.05
H -11.619 8.446 13.681 0.09
H -10.541 8.015 12.493 0.15
H -14.182 8.612 12.236 0.11
H -14.036 6.922 12.908 -0.02
H -14.224 7.176 11.266 0.05
O -14.249 8.812 16.834 -0.04
H -14.687 8.243 17.467 0.09
H -14.962 9.215 16.339 0.09
```

Molecular formula: C39H105N8O13
Method: DFT, wB97M-V/def2-TZVPD

As for the expectation value of S²: 0.7508. The value obtained for the highest occupied orbital energy (alpha / beta) is -3.2 / -7.7 eV. As for the multiplicity: 2.

The geometry in XYZ format:
```
165
Properties=species:S:1:pos:R:3:lowdin_charge:R:1
N 1.828 -3.061 1.276 0.24
H 2.117 -3.295 0.336 0.01
H 1.274 -3.760 1.749 0.07
H 1.226 -2.251 1.309 0.03
H 2.570 -2.941 1.951 -0.01
N 1.597 -0.755 3.807 0.24
H 1.445 -0.107 4.567 0.07
H 1.410 -0.340 2.905 0.05
H 0.918 -1.489 3.944 0.08
H 2.560 -1.059 3.829 0.01
C 1.373 1.180 0.250 -0.09
C 0.035 0.507 0.634 -0.56
C -0.718 0.399 -0.665 -0.08
O 0.159 -0.720 1.361 -0.36
H 1.230 2.064 -0.371 0.08
H 1.961 0.487 -0.353 0.05
H 2.079 1.536 1.001 0.04
H -0.451 1.316 1.181 0.09
H -0.130 0.140 -1.545 0.07
H -1.092 1.391 -0.916 0.06
H -1.629 -0.195 -0.585 0.05
C -2.524 3.969 1.842 -0.11
O -3.078 4.506 0.639 -0.16
C -2.048 5.143 -0.103 -0.22
C -2.626 5.885 -1.315 -0.23
N -3.336 4.991 -2.167 -0.06
C -4.459 5.683 -2.889 -0.18
C -5.340 4.697 -3.714 -0.19
O -5.683 3.504 -2.983 -0.18
C -6.262 2.587 -3.888 -0.13
H -2.249 4.628 2.665 0.09
H -1.800 3.169 1.685 0.07
H -3.345 3.472 2.357 0.08
H -1.263 4.461 -0.430 0.11
H -1.490 5.798 0.566 0.11
H -1.871 6.352 -1.947 0.11
H -3.262 6.748 -1.121 0.11
H -3.589 4.064 -1.858 0.10
H -4.061 6.508 -3.480 0.11
H -5.064 6.263 -2.192 0.10
H -4.577 4.405 -4.435 0.11
H -6.242 5.117 -4.158 0.12
H -6.059 1.661 -3.348 0.09
H -5.870 2.547 -4.904 0.08
H -7.350 2.631 -3.937 0.08
C -3.932 -2.110 -1.941 -0.05
O -3.877 -2.788 -0.647 -0.22
C -2.623 -3.272 -0.255 -0.23
C -2.553 -3.285 1.256 -0.20
N -2.387 -2.039 2.015 -0.03
C -3.249 -0.926 1.601 -0.20
C -4.673 -1.228 2.088 -0.24
O -4.886 -0.767 3.375 -0.19
C -5.262 0.593 3.529 -0.10
H -3.174 -2.422 -2.659 0.09
H -3.806 -1.117 -1.510 0.07
H -4.931 -2.166 -2.374 0.07
H -1.830 -2.713 -0.750 0.10
H -2.639 -4.269 -0.694 0.12
H -1.680 -3.837 1.602 0.10
H -3.431 -3.778 1.674 0.11
H -1.489 -1.696 1.705 0.03
H -3.337 -0.624 0.558 0.08
H -3.037 0.041 2.056 0.11
H -4.996 -2.257 1.937 0.12
H -5.358 -0.679 1.440 0.11
H -4.327 1.094 3.782 0.07
H -5.684 0.693 4.529 0.08
H -5.786 1.072 2.702 0.09
C -5.320 -4.560 -4.113 -0.07
O -4.671 -3.776 -5.179 -0.21
C -5.484 -2.652 -5.604 -0.24
C -5.034 -2.161 -6.960 -0.18
N -3.590 -1.653 -7.144 -0.05
C -3.088 -0.913 -5.904 -0.14
C -3.824 0.496 -5.561 -0.16
O -3.659 0.780 -4.169 -0.25
C -2.443 1.241 -3.676 -0.11
H -6.348 -4.795 -4.389 0.08
H -5.445 -4.163 -3.105 0.07
H -4.658 -5.424 -4.170 0.08
H -5.744 -1.929 -4.831 0.12
H -6.412 -3.159 -5.868 0.11
H -5.576 -1.251 -7.218 0.10
H -5.388 -2.917 -7.661 0.11
H -3.025 -2.373 -7.572 0.08
H -2.027 -0.726 -6.070 0.10
H -3.064 -1.561 -5.028 0.09
H -4.907 0.429 -5.671 0.10
H -3.554 1.385 -6.131 0.11
H -2.250 2.086 -4.337 0.09
H -1.600 0.552 -3.732 0.08
H -2.604 1.649 -2.678 0.08
C 3.888 -0.684 10.999 -0.13
O 3.341 0.053 9.927 -0.22
C 2.221 -0.566 9.275 -0.19
C 1.453 0.400 8.311 -0.19
N 1.994 0.546 6.969 -0.06
C 3.359 1.164 6.890 -0.18
C 3.234 2.264 5.883 -0.23
O 2.724 1.850 4.600 -0.23
C 2.406 2.917 3.706 -0.09
H 4.005 -1.756 10.836 0.08
H 3.276 -0.640 11.899 0.08
H 4.843 -0.254 11.299 0.09
H 1.529 -0.654 10.112 0.11
H 2.496 -1.577 8.975 0.12
H 1.481 1.318 8.897 0.11
H 0.431 0.023 8.272 0.12
H 1.292 0.890 6.329 0.08
H 4.162 0.476 6.625 0.11
H 3.681 1.703 7.781 0.12
H 4.259 2.633 5.846 0.12
H 2.573 3.021 6.305 0.13
H 2.110 3.916 4.027 0.10
H 1.515 2.567 3.185 0.07
H 3.137 2.840 2.901 0.08
C 7.672 -1.124 0.307 -0.08
O 6.543 -0.505 -0.393 -0.25
C 5.596 0.232 0.467 -0.19
C 4.832 1.131 -0.496 -0.20
N 5.688 2.208 -1.045 -0.07
C 5.837 3.347 -0.158 -0.17
C 4.813 4.585 -0.345 -0.15
O 5.719 5.589 -0.736 -0.22
C 5.788 5.975 -2.037 -0.16
H 7.250 -1.672 1.149 0.07
H 8.427 -0.464 0.733 0.08
H 8.086 -1.846 -0.398 0.08
H 6.136 0.719 1.279 0.11
H 4.932 -0.532 0.872 0.08
H 3.902 1.549 -0.109 0.08
H 4.477 0.527 -1.331 0.11
H 6.452 1.742 -1.513 0.10
H 6.839 3.717 -0.378 0.12
H 5.818 2.999 0.875 0.09
H 4.361 4.800 0.624 0.10
H 4.078 4.489 -1.144 0.12
H 6.423 6.860 -2.065 0.08
H 4.906 6.204 -2.634 0.09
H 6.522 5.352 -2.548 0.08
C -1.254 -5.886 -3.850 -0.06
O -0.834 -4.876 -2.924 -0.21
C 0.410 -5.077 -2.373 -0.24
C 0.870 -3.665 -1.911 -0.14
N 2.157 -3.848 -1.197 -0.10
C 3.028 -2.786 -1.697 -0.21
C 4.462 -2.923 -1.285 -0.23
O 4.781 -4.237 -1.676 -0.23
C 6.169 -4.588 -2.016 -0.04
H -2.186 -5.710 -4.387 0.08
H -1.284 -6.722 -3.151 0.09
H -0.494 -5.980 -4.626 0.09
H 1.213 -5.381 -3.044 0.12
H 0.282 -5.830 -1.595 0.13
H 0.211 -3.235 -1.157 0.10
H 0.917 -3.025 -2.792 0.12
H 2.560 -4.767 -1.309 0.12
H 2.595 -1.811 -1.473 0.12
H 3.122 -2.885 -2.779 0.12
H 4.692 -2.823 -0.224 0.11
H 4.976 -2.250 -1.972 0.12
H 6.666 -3.886 -2.685 0.08
H 6.071 -5.592 -2.428 0.09
H 6.714 -4.509 -1.075 0.08
```

| no. | F_max (eV Å⁻¹) | E (Eh) |
| --- | --- | --- |
| 1 | 18.742 | -3407.16321 |
| 2 | 2.923 | -2964.40841 |